A molecular structure, C35H43ClMnP2Si2 at a distorted geometry, computed with the ωB97M-V functional and the def2-TZVPD basis.

The HOMO energy (spin up / spin down) comes out at -7.72 / -10.18 eV. As for the total charge: +1. The spin multiplicity is 5. The value obtained for the largest force on an atom is 3.68 eV/A. The value obtained for the HOMO-LUMO gap (spin up / spin down) is 3.44 / 6.72 eV. The calculation puts the energy relative to the best compared isomer or geometry (same formula, charge and spin) at 421.8 kJ/mol. The value obtained for the total energy is -115159.3699 eV. Its LUMO energy (spin up / spin down) is -4.3 / -3.5 eV. The expectation value of S² is 6.1898.

Positions of all 84 atoms, in Å:
C 1.99412 -0.85691 3.90485
C 1.46560 -1.75599 2.91477
C 2.01332 -1.36269 1.63996
H 0.85647 -2.63502 3.12527
C 2.86367 -0.21444 1.86050
C 2.82626 0.10822 3.25512
H 3.42287 0.87969 3.75011
H 1.90335 -0.96058 4.98574
H 1.89696 -1.92135 0.72167
H 3.49883 0.26267 1.12446
Mn 0.79572 0.20339 2.32844
Si 1.29924 -0.96700 -1.99160
C -0.15074 -1.74969 -2.96954
C -0.79514 -0.98254 -3.95614
H -0.44490 0.03752 -4.17180
C -1.87835 -1.49294 -4.69281
H -2.38860 -0.84835 -5.41827
C -2.30736 -2.80040 -4.46620
H -3.17539 -3.18540 -5.00350
C -1.60002 -3.60356 -3.56590
H -1.92533 -4.63323 -3.39535
C -0.50859 -3.09584 -2.85226
H 0.03772 -3.73456 -2.16035
C 2.16849 -0.50286 -3.63165
C 2.52020 -1.50005 -4.56467
H 2.55977 -2.54833 -4.24993
C 2.71494 -1.16291 -5.91011
H 2.88864 -1.95148 -6.64403
C 2.67652 0.17551 -6.33093
H 2.85145 0.44306 -7.37836
C 2.41616 1.18067 -5.39267
H 2.37791 2.23464 -5.68087
C 2.16147 0.83329 -4.05409
H 1.90657 1.63832 -3.35459
H 1.96481 -1.95033 -1.09263
Si -1.94005 1.03090 -1.84373
C -0.16599 1.59656 -1.73169
C 0.89157 0.68683 -1.13254
H 0.51910 0.30978 -0.15614
C 2.23872 1.24410 -1.01060
H 3.06723 0.56104 -0.80652
C 2.49293 2.58920 -1.12524
H 3.47335 2.99838 -0.85163
C 1.47605 3.43845 -1.59242
H 1.71187 4.47920 -1.79700
C 0.17915 2.95299 -1.82764
H -0.59633 3.69393 -2.08373
C -2.55512 -0.66872 -1.23068
C -1.87962 -1.63665 -0.45146
H -0.85246 -1.46539 -0.11476
C -2.48518 -2.84755 -0.10787
H -1.92616 -3.59382 0.45879
C -3.78531 -3.14734 -0.50426
H -4.27829 -4.08354 -0.19454
C -4.46114 -2.21528 -1.28481
H -5.47420 -2.42569 -1.62593
C -3.86368 -1.00059 -1.63564
H -4.42893 -0.28013 -2.22953
H -2.84028 2.04916 -1.46919
Cl -1.21066 1.17173 1.14376
C -2.28775 -1.28235 3.28167
P -1.04232 -0.08848 3.84477
C -0.56160 -0.49442 5.56429
C -2.02791 1.47096 4.06547
C -1.14646 2.71675 3.88280
P 0.61769 2.28971 3.48741
C 1.16103 3.70438 2.51303
C 1.42515 2.34130 5.12904
H -1.79907 -2.24129 3.06957
H -2.75716 -0.91471 2.35923
H -3.04915 -1.41259 4.06599
H 0.14125 0.24562 5.96317
H -1.45492 -0.51859 6.20222
H -0.06691 -1.47157 5.57069
H -2.82825 1.44617 3.30813
H -2.49376 1.44537 5.06044
H -1.50767 3.33038 3.04692
H -1.14685 3.35578 4.78185
H 1.34917 4.56423 3.17780
H 2.08115 3.44945 1.96694
H 0.38485 3.96567 1.77517
H 1.15315 3.28156 5.62953
H 1.13131 1.50377 5.77200
H 2.51181 2.29484 5.00422

***

7 unconnected molecules or ions with the total composition BrH12O6 at a distorted geometry, computed with the ωB97M-V functional and the def2-TZVPD basis.

The HOMO energy comes out at -6.01 eV. As for the total charge: -1. The value obtained for the largest force on an atom is 4.20 eV/A. The value obtained for the HOMO-LUMO gap is 9.22 eV. The calculation puts the energy relative to the best compared isomer or geometry (same formula, charge and spin) at 76.2 kJ/mol. The value obtained for the total energy is -82525.6796 eV. Its LUMO energy is 3.2 eV.

Positions of all 19 atoms, in Å:
Br -0.06526 -0.09053 0.51668
O -0.56326 2.72247 2.23068
H 0.35774 2.60347 2.17368
H -0.77226 1.88947 1.94068
O 0.89374 -1.14553 -2.79532
H 0.91074 -1.84253 -2.12632
H 0.62774 -0.41653 -2.20632
O -0.01026 -3.10053 -0.84532
H 0.31274 -4.01953 -0.64232
H -0.05326 -2.46453 -0.11532
O -2.72226 -0.70153 -1.30132
H -2.09626 -0.43753 -1.97632
H -2.18426 -0.70353 -0.51332
O -0.68826 3.36647 -0.45932
H -0.66326 4.18047 0.03468
H -0.58526 2.57747 0.02368
O 2.72074 -0.55153 2.03068
H 1.78674 -0.42253 1.74768
H 2.79374 -1.44353 2.28268

***

A molecular structure, C3H9O2PSi at a distorted geometry, computed with the ωB97M-V functional and the def2-TZVPD basis.

The HOMO energy comes out at -9.16 eV. As for the total charge: 0. The value obtained for the largest force on an atom is 3.56 eV/A. The value obtained for the HOMO-LUMO gap is 7.71 eV. The calculation puts the energy relative to the best compared isomer or geometry (same formula, charge and spin) at 357.3 kJ/mol. The value obtained for the total energy is -24518.0718 eV. Its LUMO energy is -1.5 eV.

Positions of all 16 atoms, in Å:
C -1.53173 -1.05987 1.74814
C -1.17761 -0.46558 -1.53507
C 2.39718 1.36928 -0.33756
O 1.04384 -0.78600 0.25961
O -1.02640 1.66448 0.53830
Si -1.09273 0.17832 0.31565
P 2.47415 -0.49875 0.03085
H -1.79586 -1.85638 1.17734
H -0.64976 -1.30615 2.43419
H -2.40696 -0.80628 2.32383
H -0.04296 -0.50584 -1.85234
H -1.61598 -1.45786 -1.74980
H -1.60099 0.40003 -2.03856
H 2.13430 1.28062 -1.34252
H 3.36674 2.04418 -0.17072
H 1.52476 1.80582 0.19867

***

8 unconnected molecules or ions with the total composition C32H44Br4N4O2 at a distorted geometry, computed with the ωB97M-V functional and the def2-TZVPD basis.

The HOMO energy comes out at -9.62 eV. The structure (SMILES) is c1ccncc1.c1ccncc1.c1ccncc1.c1ccncc1.C1CCOC1.C1CCOC1.BrCCBr.BrCCBr. As for the total charge: 0. The value obtained for the largest force on an atom is 3.40 eV/A. The value obtained for the HOMO-LUMO gap is 9.63 eV. The calculation puts the energy relative to the best compared isomer or geometry (same formula, charge and spin) at 335.8 kJ/mol. The value obtained for the total energy is -324118.1544 eV. Its LUMO energy is 0.0 eV.

Positions of all 86 atoms, in Å:
C 1.90785 5.25666 2.87414
C 1.20012 4.83326 4.00578
C 1.26752 5.62006 5.18155
N 1.92214 6.83156 5.19352
C 2.44744 7.28139 4.01796
C 2.58400 6.46348 2.88562
H 1.83416 4.61018 2.01215
H 0.50963 4.00296 3.99011
H 0.72715 5.33429 6.07192
H 2.85285 8.27092 3.86669
H 3.14780 6.88231 2.06519
C -0.71413 0.28049 -0.05820
C -0.90274 1.62850 -0.37496
C 0.01533 2.16574 -1.24597
N 1.00968 1.49341 -1.89870
C 1.08021 0.16399 -1.60532
C 0.27658 -0.48994 -0.64910
H -1.09352 -0.19716 0.83304
H -1.72363 2.13285 0.11308
H -0.13873 3.23296 -1.30676
H 1.84950 -0.41136 -2.09884
H 0.29818 -1.54172 -0.40474
C 2.45722 -3.59674 -7.91845
C 2.11065 -4.93575 -8.12679
C 2.22783 -5.90113 -7.03443
N 2.75765 -5.59509 -5.80563
C 3.08898 -4.26617 -5.67856
C 2.95048 -3.23331 -6.62718
H 2.23486 -2.87393 -8.68948
H 1.83732 -5.13135 -9.15315
H 2.03593 -6.96288 -7.08212
H 3.35391 -4.03829 -4.65666
H 3.24364 -2.21441 -6.42154
C -4.92193 2.19967 4.77071
C -4.33821 3.41031 4.99990
C -4.53735 3.99258 6.26164
N -5.28768 3.38280 7.25821
C -5.82725 2.18385 6.98565
C -5.67428 1.57669 5.77763
H -4.78010 1.76882 3.79058
H -3.67358 3.85149 4.27187
H -4.02006 4.88656 6.57725
H -6.43804 1.76351 7.77094
H -6.14241 0.60546 5.71484
C 0.41637 -6.93200 -0.96506
C -0.88063 -6.76719 -1.79143
C -2.01159 -7.28751 -0.91467
O -1.37067 -7.50605 0.32804
C -0.00369 -7.76742 0.24631
H 0.90613 -6.04385 -0.56579
H 1.25126 -7.36770 -1.51391
H -0.67639 -7.19789 -2.77167
H -0.98781 -5.70338 -2.00335
H -2.45271 -8.18305 -1.35231
H -2.76855 -6.50511 -0.96920
H 0.17479 -8.83724 0.13806
H 0.49037 -7.59474 1.20243
C 2.84042 -0.07414 5.75737
C 1.71069 -0.91765 5.09830
C 1.24640 -1.75583 6.23965
O 1.39465 -0.93405 7.39962
C 2.21149 0.24632 7.11195
H 3.25630 0.76970 5.20683
H 3.70923 -0.70328 5.95090
H 2.09119 -1.54612 4.29312
H 0.82262 -0.33230 4.85997
H 1.87338 -2.63103 6.41001
H 0.23182 -2.11366 6.06456
H 3.02273 0.39692 7.82420
H 1.59796 1.12148 6.89797
Br -0.69271 6.64066 -6.84539
C 0.07394 6.37659 -5.09305
C 1.53443 6.15573 -5.18642
Br 2.45431 6.14882 -3.43501
H -0.27530 5.42526 -4.69167
H -0.26528 7.20692 -4.47370
H 1.86567 6.88470 -5.92602
H 1.74006 5.19014 -5.64843
Br -3.54988 -0.83841 -3.97190
C -2.66076 0.08703 -5.48571
C -1.75218 -0.83983 -6.32310
Br -0.70030 0.48747 -7.42807
H -2.10508 0.95865 -5.13990
H -3.39261 0.51224 -6.17252
H -2.29211 -1.44428 -7.05195
H -1.09288 -1.50242 -5.76240